i | Below is a cluster of 2 separate species, CH4FNO2 in total, with properties calculated with ωB97M-V/def2-TZVPD.

## Properties
- HOMO-LUMO gap (alpha / beta) (Ha) = 0.3279 / 0.2404
- lowest unoccupied orbital energy (alpha / beta) (eV) = 0.468 / -0.199
- total charge = 0

Atoms and positions in Å:
1 C -0.24427 -0.25974 0.14648
2 N -0.19790 0.08804 -1.20024
3 O -0.83350 0.56973 1.03923
4 O -0.32760 -1.52732 0.44278
5 F 0.28607 1.42844 -1.43628
6 H 2.02577 0.31140 0.84521
7 H 0.31060 -0.44749 -2.01543
8 H -0.78332 1.50349 0.77905
9 H -0.23584 -1.66656 1.39920

natural (NBO) population analysis, charges in e, atoms 1 to 2: 0.751, -0.268

ii | Below is a cluster of 2 separate species, CH4FNO2 in total, with properties calculated with ωB97M-V/def2-TZVPD.

## Properties
- HOMO-LUMO gap (Ha) = 0.4234
- lowest unoccupied orbital energy (eV) = 0.700
- SMILES string = O=C(O)NF.[H][H]
- total charge = 0

Atoms and positions in Å:
1 O -0.93933 -1.86242 0.37666
2 C -0.75671 -0.69610 0.09777
3 O -0.80159 -0.12951 -1.04393
4 N -0.68494 0.32547 1.10502
5 F 0.12190 1.44434 0.74827
6 H -0.51597 0.85251 -1.05232
7 H -0.41867 -0.01620 2.10500
8 H 1.76424 0.23520 -1.40577
9 H 2.23107 -0.15330 -0.93068

natural (NBO) population analysis, charges in e, atoms 1 to 2: -0.572, 0.857

Short version: i is the least stable of them.

i | Below is the ion C7H12NO with charge +1, with properties calculated with ωB97M-V/def2-TZVPD.

## Properties
- HOMO-LUMO gap (Ha) = 0.4098
- lowest unoccupied orbital energy (eV) = -3.276
- SMILES string = CCC[n+]1ccc(C)o1
- total charge = +1

Atoms and positions in Å:
1 C -2.90005 -0.58509 0.81415
2 C -2.55136 0.52221 -0.16521
3 C -1.46788 0.25405 -1.09456
4 N 0.14657 -0.04321 -0.31424
5 C 0.58473 -1.03639 0.38533
6 C 1.97890 -0.83844 0.62598
7 C 2.29382 0.27781 -0.09430
8 C 3.61405 0.91597 -0.19570
9 O 1.17532 0.75849 -0.59728
10 H -2.44434 -0.75301 1.76815
11 H -2.85871 -1.55303 0.30160
12 H -3.88594 -0.55500 1.25426
13 H -3.46681 0.89939 -0.64535
14 H -2.14945 1.52192 0.39573
15 H -1.28906 1.13706 -1.64684
16 H -1.28712 -0.63577 -1.74695
17 H 0.01038 -1.84875 0.51378
18 H 2.53791 -1.40039 1.19692
19 H 3.74415 1.96158 -0.43850
20 H 4.11748 0.63649 0.70964
21 H 4.09741 0.36413 -1.02661

natural (NBO) population analysis, charges in e, atoms 1 to 2: -0.657, -0.487

ii | Below is the ion C7H12NO with charge +1, with properties calculated with ωB97M-V/def2-TZVPD.

## Properties
- HOMO-LUMO gap (alpha / beta) (Ha) = 0.1768 / 0.2405
- lowest unoccupied orbital energy (alpha / beta) (eV) = -6.495 / -5.807
- total charge = +1

Atoms and positions in Å:
1 C 1.79658 -1.00910 0.14521
2 C -1.71228 -0.16059 -0.51341
3 C 1.20298 -2.10874 -0.44857
4 C 0.45526 0.46954 -1.14898
5 C 1.51060 0.30716 -0.06442
6 C 2.12345 1.48802 0.70306
7 C -3.01303 0.46352 -0.16371
8 N -2.36367 -0.34185 0.86122
9 O -0.74676 0.90279 -0.54813
10 H 0.85238 -2.17960 -1.49393
11 H 1.31699 -3.11028 0.02170
12 H 0.76050 1.22325 -1.79552
13 H 0.40669 -0.48375 -1.64530
14 H 2.45826 2.40858 0.15480
15 H 2.78154 0.89290 1.37530
16 H 1.28602 1.96048 1.28372
17 H -3.97094 0.13993 -0.33644
18 H -2.92745 1.56489 -0.13016
19 H 2.42724 -1.26067 0.97381
20 H -1.87453 0.06996 1.69581
21 H -2.76984 -1.23643 1.07393

natural (NBO) population analysis, charges in e, atoms 1 to 2: -0.374, 0.129

Short version: ii is the least stable of them.

i | Below is the ion C10H14N3O with charge +1, with properties calculated with ωB97M-V/def2-TZVPD.

## Properties
- HOMO-LUMO gap (Ha) = 0.2733
- lowest unoccupied orbital energy (eV) = -4.795
- SMILES string = CC1(C)C=CCC(/C(O)=N/N)=C1C#[NH+]
- total charge = +1

Atoms and positions in Å:
1 C 2.48310 -1.21596 0.98541
2 C 1.68464 -0.35723 -0.03877
3 C 1.95001 -0.73493 -1.54040
4 C 2.00607 1.11336 0.30484
5 C 1.21078 2.20842 0.20916
6 C -0.22222 2.14660 -0.26497
7 C -0.74424 0.78771 -0.07601
8 C -2.15877 0.62541 -0.19404
9 O -2.93597 1.69675 -0.15624
10 N -2.52648 -0.65996 -0.21446
11 N -3.84656 -0.98603 -0.11451
12 C 0.16547 -0.29972 0.16027
13 C -0.36547 -1.47032 0.69561
14 N -0.73947 -2.43521 1.28184
15 H 1.95904 -1.19944 1.83267
16 H 3.48569 -0.83156 1.08094
17 H 2.55479 -2.31526 0.67268
18 H 1.83475 -1.74113 -1.70183
19 H 2.91454 -0.46758 -1.81243
20 H 1.26510 -0.25487 -2.28058
21 H 3.03111 1.25333 0.58694
22 H 1.56407 3.18838 0.38660
23 H -0.88452 2.79546 0.41571
24 H -0.32185 2.79657 -1.15291
25 H -3.91814 1.58834 -0.29203
26 H -4.54998 -0.31008 -0.22452
27 H -4.07685 -1.84771 -0.63304
28 H -0.81863 -3.07335 2.08405

natural (NBO) population analysis, charges in e, atoms 1 to 2: -0.590, -0.077

ii | Below is the ion C10H14N3O with charge +1, with properties calculated with ωB97M-V/def2-TZVPD.

## Properties
- HOMO-LUMO gap (Ha) = 0.2203
- lowest unoccupied orbital energy (eV) = -4.674
- total charge = +1

Atoms and positions in Å:
1 C 1.72532 4.25218 -1.35457
2 C 2.58293 3.17467 -1.27418
3 C 0.32164 4.02034 -1.37807
4 C 2.00678 1.90957 -1.06508
5 C -0.19427 2.81903 -0.90966
6 C 0.67680 1.72233 -0.79439
7 C -1.77363 -1.04661 -0.00256
8 C 0.24531 0.43500 -0.36799
9 C 0.13899 -2.23990 0.93734
10 C -1.84754 -3.48295 0.47657
11 N -0.99965 0.17859 -0.00275
12 N -1.13560 -2.15506 0.35939
13 N 0.08648 -2.82479 2.33886
14 O -2.90797 -0.96711 -0.38380
15 H 1.98715 5.32755 -1.56777
16 H 3.72785 3.34641 -1.46101
17 H -0.21504 4.92684 -1.53723
18 H 2.65549 0.98770 -1.01176
19 H -1.17840 2.53850 -0.69552
20 H 0.82822 -0.49185 -0.27440
21 H 0.89421 -2.83832 0.50109
22 H -2.81582 -3.33415 -0.16254
23 H -1.39828 -4.31635 -0.08430
24 H -2.16976 -3.83094 1.43650
25 H -1.67501 0.85127 -0.21401
26 H 1.00046 -2.91456 2.77808
27 H -0.20959 -3.71901 2.59730
28 H -0.35709 -2.32836 3.11646

natural (NBO) population analysis, charges in e, atoms 1 to 2: -0.119, -0.225

Short version: i is the least stable of them.

i | Below is a structure of composition CH4AlN2O, with properties calculated with ωB97M-V/def2-TZVPD.

## Properties
- HOMO-LUMO gap (Ha) = 0.1370
- lowest unoccupied orbital energy (eV) = -21.461
- total charge = +3

Atoms and positions in Å:
1 Al 0.83790 -2.15148 1.62217
2 C 0.16353 -0.08696 0.03110
3 O 0.74051 -0.89781 0.66863
4 N 0.27521 1.19144 0.28133
5 N -0.60283 -0.38436 -0.97455
6 H 1.01903 1.46194 0.90875
7 H -0.48839 1.78483 -0.01005
8 H -1.20313 0.39889 -1.18957
9 H -0.74187 -1.31646 -1.33783

natural (NBO) population analysis, charges in e, atoms 1 to 2: 2.418, 0.759

ii | Below is a structure of composition CH4AlN2O, with properties calculated with ωB97M-V/def2-TZVPD.

## Properties
- HOMO-LUMO gap (Ha) = 0.1546
- lowest unoccupied orbital energy (eV) = -21.095
- total charge = +3

Atoms and positions in Å:
1 Al 2.29797 3.40331 -0.03917
2 C 0.17667 -0.11340 -0.03718
3 O 1.20783 0.61339 -0.17537
4 N -1.06821 0.35312 -0.12704
5 N 0.39637 -1.42998 0.21935
6 H -1.84050 -0.28674 0.10834
7 H -1.34324 1.34173 -0.15964
8 H 0.47248 -2.01730 -0.63701
9 H -0.29937 -1.86411 0.84771

natural (NBO) population analysis, charges in e, atoms 1 to 2: 1.449, 0.714

Short version: ii is the least stable of them.